[1]
Below is a 8-piece molecular cluster, C16H28Br8N4 overall at a distorted geometry, with properties calculated with ωB97M-V/def2-TZVPD.

## Properties
Total charge ... 0
Total energy ... -21437.53839 Eh
Energy relative to the best compared isomer or geometry (same formula, charge and spin) ... 0.000 eV
Multiplicity ... 1
Gap between HOMO and LUMO ... 10.3 eV
SMILES string ... BrCCBr.BrCCBr.BrCCBr.BrCCBr.CC#N.CC#N.CC#N.CC#N

Positions of all 56 atoms, in Å:
Br -4.956 3.005 -1.497
C -5.283 1.197 -0.839
C -4.560 0.143 -1.634
Br -5.308 -1.628 -1.117
H -6.357 1.074 -0.982
H -5.007 1.205 0.215
H -3.496 0.161 -1.397
H -4.728 0.102 -2.710
Br -1.177 -1.085 -0.331
C -0.392 0.555 -1.081
C 0.424 1.198 -0.009
Br 1.757 2.525 -0.676
H -1.271 1.138 -1.359
H 0.209 0.141 -1.890
H 0.942 0.412 0.540
H -0.167 1.663 0.780
Br 0.109 2.803 5.740
C 1.947 2.882 4.952
C 1.832 3.545 3.567
Br 3.651 4.028 2.882
H 2.371 1.879 4.905
H 2.558 3.467 5.639
H 1.300 4.487 3.704
H 1.318 2.995 2.779
Br -0.777 -3.887 -2.715
C -1.301 -2.225 -3.588
C -1.034 -2.472 -5.111
Br -1.636 -0.895 -6.138
H -0.706 -1.352 -3.322
H -2.325 -1.940 -3.346
H -1.553 -3.366 -5.455
H 0.054 -2.499 -5.159
C 2.248 -2.042 -1.139
C 1.478 -2.847 -0.165
N 0.913 -3.482 0.574
H 1.902 -2.398 -2.109
H 3.289 -2.317 -0.973
H 2.074 -0.968 -1.070
C -1.956 0.374 3.541
C -1.893 1.661 2.874
N -1.855 2.651 2.309
H -1.356 -0.451 3.158
H -2.952 -0.067 3.564
H -1.507 0.480 4.528
C 4.759 0.681 -4.249
C 3.442 0.164 -3.910
N 2.397 -0.260 -3.569
H 5.482 -0.108 -4.454
H 5.018 1.446 -3.517
H 4.767 1.344 -5.114
C 1.215 -2.687 4.215
C 1.314 -1.291 3.762
N 1.366 -0.175 3.373
H 0.186 -2.965 3.989
H 1.384 -2.552 5.284
H 1.847 -3.446 3.753

Atoms 1-6, force components in eV/Å:
0.3 -0.1 -0.1
-0.8 0.1 -0.4
0.2 -0.5 0.1
0.4 0.4 0.1
0.1 0.0 0.4
-0.1 -0.2 -0.2

Atom charges from the Löwdin analysis, given in e for atoms 1 to 5:
1 Br 0.603
2 C -0.715
3 C -0.664
4 Br 0.576
5 H 0.040

=====

[2]
Below is one molecule with the formula C5H8N4O3S at a distorted geometry, with properties calculated with ωB97M-V/def2-TZVPD.

## Properties
Total charge ... 0
Total energy ... -1038.16064 Eh
Energy relative to the best compared isomer or geometry (same formula, charge and spin) ... 0.736 eV
Multiplicity ... 1
Gap between HOMO and LUMO ... 10.6 eV
SMILES string ... CC(=O)N(n1cnnc1)S(C)(=O)=O

Positions of all 21 atoms, in Å:
C -0.868 1.755 1.482
C 0.339 0.795 1.210
O 1.389 0.798 1.794
N 0.214 -0.019 0.143
N -1.048 -0.035 -0.622
C -1.270 0.910 -1.586
N -2.437 0.762 -2.069
N -3.011 -0.263 -1.387
C -2.158 -0.771 -0.559
S 1.080 -1.435 -0.319
C 2.861 -1.035 -0.082
O 0.714 -2.495 0.568
O 0.792 -1.552 -1.743
H -0.517 2.282 2.330
H -1.639 1.152 1.827
H -1.198 2.462 0.766
H -0.475 1.407 -1.963
H -2.323 -1.618 0.068
H 2.920 -0.152 0.567
H 3.198 -1.863 0.573
H 3.436 -1.088 -0.998

Atoms 1-6, force components in eV/Å:
2.7 -0.9 0.7
-0.6 2.0 0.0
0.1 0.1 1.0
-3.1 -2.0 -3.3
3.5 1.6 1.3
-0.3 -1.9 1.1

Atom charges from the Löwdin analysis, given in e for atoms 1 to 5:
1 C 0.052
2 C -0.472
3 O 0.085
4 N -0.051
5 N -0.062

=====

[3]
Below is a 2-piece molecular cluster, H3OPS2 overall at a distorted geometry, with properties calculated with ωB97M-V/def2-TZVPD.

## Properties
Total charge ... 0
Total energy ... -1214.61623 Eh
Energy relative to the best compared isomer or geometry (same formula, charge and spin) ... 5.328 eV
Multiplicity ... 1
Gap between HOMO and LUMO ... 8.0 eV

Positions of all 7 atoms, in Å:
O -2.114 1.831 0.732
P -0.115 -0.569 1.333
S -3.063 -0.815 -0.348
S -1.732 0.543 0.147
H -0.222 -1.812 -0.135
H -1.367 -1.034 1.890
H -1.056 0.735 -1.147

Atoms 1-6, force components in eV/Å:
0.5 -1.0 -0.2
-1.6 -1.6 -3.0
0.4 0.9 0.4
0.4 -0.3 -2.1
0.2 2.3 2.9
0.8 -0.3 0.1

Atom charges from the Löwdin analysis, given in e for atoms 1 to 5:
1 O -0.536
2 P 0.571
3 S 0.093
4 S -0.030
5 H 0.044

=====

[4]
Below is C14H25MgNO3P2S2 as an isolated structure at a distorted geometry, with properties calculated with ωB97M-V/def2-TZVPD.

## Properties
Total charge ... 0
Total energy ... -2507.87568 Eh
Energy relative to the best compared isomer or geometry (same formula, charge and spin) ... 4.836 eV
Multiplicity ... 1
Gap between HOMO and LUMO ... 7.4 eV

Positions of all 48 atoms, in Å:
Mg -1.040 0.532 -1.257
H 0.620 0.459 -0.829
H 0.289 -0.456 -0.925
P -0.269 2.804 -1.343
P -1.960 -1.638 -1.753
C -3.073 -2.305 -0.488
H -3.526 -3.237 -0.848
H -2.530 -2.509 0.453
H -3.860 -1.575 -0.263
C -2.965 -1.497 -3.235
H -2.339 -1.156 -4.072
H -3.406 -2.475 -3.469
H -3.756 -0.755 -3.074
C -0.804 -2.992 -2.098
H -0.205 -3.242 -1.208
H -1.364 -3.883 -2.413
H -0.112 -2.697 -2.900
C -1.171 3.647 -2.678
H -0.835 4.690 -2.754
H -0.992 3.126 -3.630
H -2.249 3.616 -2.472
C -0.580 3.822 0.121
H -0.002 3.440 0.975
H -0.297 4.867 -0.073
H -1.645 3.776 0.389
C 1.475 3.096 -1.738
H 1.744 2.562 -2.662
H 1.658 4.173 -1.876
H 2.115 2.723 -0.927
C -1.556 0.559 0.665
O -1.987 0.631 1.807
H -2.428 1.089 -1.747
O 0.330 -2.884 5.009
S 0.629 -1.558 4.635
O 0.065 -0.468 5.328
N -0.252 -1.451 3.090
C 0.432 -1.219 2.035
S -0.356 -1.418 0.536
C 1.885 -1.098 2.241
C 2.885 -0.894 1.298
C 4.213 -0.852 1.724
C 4.537 -1.022 3.075
C 3.525 -1.234 4.028
C 2.201 -1.266 3.601
H 2.618 -0.773 0.248
H 5.005 -0.689 0.993
H 5.578 -0.995 3.398
H 3.758 -1.376 5.080

Atoms 1-6, force components in eV/Å:
-1.0 0.7 -1.5
0.6 -2.5 -1.4
3.1 2.3 1.2
0.0 0.6 -0.3
0.3 -0.8 0.0
-0.4 -0.4 0.4

Atom charges from the Löwdin analysis, given in e for atoms 1 to 5:
1 Mg -0.108
2 H 0.016
3 H -0.037
4 P 0.703
5 P 0.652

=====

[5]
Below is a 2-piece molecular cluster, CH5S3 overall at a distorted geometry, with properties calculated with ωB97M-V/def2-TZVPD.

## Properties
Total charge ... -1
Total energy ... -1235.69680 Eh
Energy relative to the best compared isomer or geometry (same formula, charge and spin) ... 0.281 eV
Multiplicity ... 1
Gap between HOMO and LUMO ... 5.6 eV

Positions of all 9 atoms, in Å:
S 1.532 1.128 -2.314
H 2.147 0.116 -2.917
C -0.438 0.007 1.716
S -1.539 -1.312 1.081
S -1.195 -1.157 -0.972
H -0.619 0.902 1.121
H -0.783 0.204 2.727
H 0.558 -0.397 1.786
H 0.338 0.509 -2.228

Atoms 1-6, force components in eV/Å:
0.0 0.5 -0.1
0.0 -0.2 -0.1
-1.2 -0.6 0.3
0.2 0.4 -0.4
-0.1 -0.2 0.1
0.6 -0.1 -0.1

Atom charges from the Löwdin analysis, given in e for atoms 1 to 5:
1 S 0.393
2 H -0.249
3 C -0.557
4 S 0.053
5 S -0.324

=====

[6]
Below is one molecule with the formula C3H6OS2 at a distorted geometry, with properties calculated with ωB97M-V/def2-TZVPD.

## Properties
Total charge ... 0
Total energy ... -989.41207 Eh
Energy relative to the best compared isomer or geometry (same formula, charge and spin) ... 3.169 eV
Multiplicity ... 1
Gap between HOMO and LUMO ... 9.2 eV
SMILES string ... COC(=S)SC

Positions of all 12 atoms, in Å:
C 0.453 -1.075 2.091
O 1.018 -1.073 0.706
C 0.201 -0.329 -0.258
S 0.343 -0.818 -1.795
S -0.508 0.979 0.647
C -1.107 1.923 -0.566
H 0.889 -0.304 2.849
H -0.694 -1.091 1.778
H 0.741 -1.997 2.717
H -0.309 2.266 -1.323
H -1.529 2.513 0.242
H -1.874 1.516 -1.141

Atoms 1-6, force components in eV/Å:
-0.8 -0.8 0.1
-1.3 0.6 0.3
2.8 -2.0 2.5
-0.6 0.9 0.5
1.7 -3.3 1.0
0.8 2.4 -2.1

Atom charges from the Löwdin analysis, given in e for atoms 1 to 5:
1 C -0.167
2 O -0.308
3 C -1.107
4 S 0.717
5 S 0.928

=====

[7]
Below is one molecule with the formula C10H17NOS at a distorted geometry, with properties calculated with ωB97M-V/def2-TZVPD.

## Properties
Total charge ... 0
Total energy ... -919.23587 Eh
Energy relative to the best compared isomer or geometry (same formula, charge and spin) ... 4.639 eV
Multiplicity ... 1
Gap between HOMO and LUMO ... 9.0 eV

Positions of all 30 atoms, in Å:
C -0.788 2.058 1.368
C 0.276 1.368 2.310
C -0.054 2.539 0.130
C -0.233 -1.048 1.374
C -0.357 0.106 -1.137
C 0.778 0.142 1.690
C 0.490 1.317 -0.642
C 0.488 -0.759 -0.221
C -0.422 -0.123 -2.618
C -0.300 -3.266 -1.046
N 1.272 0.415 0.308
O 2.072 -2.864 0.131
S 1.236 -2.218 -0.880
H -1.524 1.455 0.930
H -1.436 2.873 1.797
H 1.258 1.919 2.447
H -0.351 1.318 3.198
H -0.721 3.133 -0.591
H 0.685 3.137 0.640
H 0.178 -1.896 1.839
H -1.258 -0.722 1.433
H -1.364 0.311 -0.856
H 1.685 -0.109 2.136
H 1.184 1.482 -1.374
H 0.516 -0.541 -2.999
H -0.605 0.805 -3.158
H -1.263 -0.574 -2.960
H -1.119 -2.589 -0.814
H 0.005 -4.122 -0.405
H -0.324 -3.546 -2.032

Atoms 1-6, force components in eV/Å:
0.7 1.5 -0.2
-1.5 2.1 -0.2
-1.3 0.2 -1.5
3.3 3.1 -3.0
-0.5 1.5 -0.1
-1.6 -0.2 -1.3

Atom charges from the Löwdin analysis, given in e for atoms 1 to 5:
1 C -0.191
2 C -0.134
3 C -0.142
4 C 0.048
5 C -0.283

=====

[8]
Below is a 6-piece molecular cluster, C12H36O12 overall at a distorted geometry, with properties calculated with ωB97M-V/def2-TZVPD.

## Properties
Total charge ... +1
Total energy ... -1381.14716 Eh
Energy relative to the best compared isomer or geometry (same formula, charge and spin) ... 1.481 eV
Multiplicity ... 2
Gap between HOMO and LUMO (spin up / spin down) ... 8.9 / 1.7 eV
Expectation value of S² ... 0.76

Positions of all 60 atoms, in Å:
C 21.066 16.545 4.565
C 20.963 15.426 5.663
O 21.627 15.931 6.786
O 20.522 17.798 5.017
H 20.537 16.110 3.717
H 22.104 16.755 4.306
H 21.309 14.506 5.194
H 19.904 15.242 5.846
H 21.067 15.881 7.564
H 20.798 17.866 5.934
C 22.773 11.864 12.154
C 22.365 11.664 13.590
O 22.546 12.939 14.238
O 21.776 12.624 11.402
H 22.646 10.891 11.679
H 23.817 12.129 11.987
H 23.011 10.896 14.016
H 21.382 11.197 13.646
H 21.875 13.524 13.880
H 21.399 13.318 11.947
C 15.965 11.909 13.176
C 16.789 12.624 14.295
O 17.009 13.967 13.988
O 16.759 11.558 11.972
H 15.144 12.590 12.954
H 15.587 10.991 13.626
H 17.669 12.105 14.677
H 16.207 12.721 15.211
H 17.723 13.955 13.347
H 17.580 11.180 12.296
C 22.961 7.033 12.088
C 22.241 7.948 11.001
O 23.136 8.232 9.948
O 23.886 7.658 12.982
H 23.597 6.225 11.728
H 22.187 6.544 12.679
H 21.805 8.880 11.363
H 21.350 7.366 10.768
H 22.774 8.988 9.481
H 24.583 8.043 12.445
C 19.617 11.997 8.216
C 20.053 10.889 9.300
O 21.478 10.681 9.356
O 20.057 13.374 8.449
H 18.532 12.085 8.158
H 19.909 11.625 7.233
H 19.518 9.986 9.009
H 19.665 11.109 10.294
H 21.802 11.451 9.828
H 20.570 13.321 9.259
C 21.096 7.379 6.668
C 21.417 8.803 6.474
O 22.578 9.258 7.101
O 21.771 6.467 5.810
H 20.052 7.069 6.628
H 21.397 7.100 7.678
H 20.534 9.350 6.804
H 21.424 9.086 5.421
H 22.329 9.870 7.798
H 22.706 6.665 5.895

Atoms 1-6, force components in eV/Å:
-0.1 -0.5 1.2
-0.8 1.7 -1.8
0.5 -0.3 0.7
-0.4 -1.0 -0.6
-0.2 0.7 -0.3
0.2 -0.5 -0.1

Atom charges from the Löwdin analysis, given in e for atoms 1 to 5:
1 C -0.220
2 C -0.261
3 O -0.060
4 O -0.069
5 H 0.112